(1)
15
Properties=species:S:1:pos:R:3:lowdin_charge:R:1 method="wB97M-V/def2-TZVPD" charge=0 de_lowest_kcal_mol=157.7 homo_lumo_gap_ev="6.727 / 6.734" e_lumo_ev="-0.66 / -0.66" homo_energy_ev="-7.4 / -7.4" energy_ev=-8288.1584
C -0.313 -0.328 1.347 0.08
C 0.072 0.539 0.207 -0.57
C -1.261 1.257 -0.208 -0.19
C 0.499 -1.214 -0.173 -0.06
C 1.557 -1.281 -0.982 0.04
N 1.021 1.464 0.402 0.03
N -2.236 0.603 -0.686 0.08
H 1.941 1.010 0.402 0.02
H -2.962 1.232 -1.038 0.05
H -1.347 -0.661 1.395 0.09
H 0.260 -0.178 2.259 0.10
H -1.175 2.346 -0.146 0.11
H -0.034 -2.154 -0.042 0.09
H 2.065 -0.405 -1.372 0.07
H 1.912 -2.232 -1.363 0.07

***

(2)
58
Properties=species:S:1:pos:R:3:lowdin_charge:R:1 method="wB97M-V/def2-TZVPD" charge=0 de_lowest_kcal_mol=31.6 homo_lumo_gap_ev=9.059 e_lumo_ev=0.53 homo_energy_ev=-8.5 energy_ev=-48795.8981 smiles="CCOC(=O)N1CCN(C(=O)c2ccc(N(Cc3ccccc3)S(C)(=O)=O)cc2)CC1"
C 4.529 -4.071 3.118 -0.06
C 3.600 -3.330 2.176 -0.21
O 3.892 -1.934 2.263 0.00
C 3.385 -1.170 1.289 -0.55
O 2.809 -1.595 0.314 0.09
N 3.660 0.159 1.484 -0.04
C 2.842 1.109 0.756 -0.10
C 1.755 1.674 1.707 -0.11
N 1.567 0.747 2.800 -0.04
C 0.772 -0.361 2.690 -0.42
O 0.902 -1.327 3.417 0.09
C -0.315 -0.281 1.671 -0.15
C -0.365 -1.205 0.637 0.00
C -1.389 -1.172 -0.289 -0.01
C -2.414 -0.225 -0.205 -0.23
N -3.457 -0.182 -1.130 -0.15
C -3.373 -0.841 -2.425 -0.14
C -2.719 0.049 -3.452 -0.22
C -1.374 0.391 -3.349 -0.03
C -0.797 1.247 -4.271 -0.08
C -1.553 1.769 -5.307 -0.09
C -2.892 1.433 -5.416 -0.08
C -3.472 0.580 -4.492 -0.05
S -4.647 1.005 -1.081 0.64
C -3.791 2.537 -1.547 -0.09
O -5.151 1.149 0.249 -0.29
O -5.593 0.694 -2.107 -0.28
C -2.374 0.678 0.862 -0.02
C -1.344 0.647 1.781 -0.02
C 2.725 0.673 3.672 -0.10
C 4.008 0.629 2.810 -0.11
H 4.315 -5.135 3.077 0.08
H 5.565 -3.905 2.836 0.08
H 4.383 -3.719 4.136 0.08
H 3.730 -3.658 1.139 0.12
H 2.552 -3.475 2.462 0.13
H 2.390 0.571 -0.078 0.12
H 3.478 1.910 0.369 0.12
H 2.073 2.630 2.135 0.13
H 0.819 1.823 1.172 0.11
H 0.421 -1.938 0.538 0.11
H -1.376 -1.913 -1.072 0.11
H -4.400 -1.053 -2.725 0.11
H -2.843 -1.787 -2.324 0.12
H -0.775 -0.012 -2.546 0.10
H 0.249 1.502 -4.183 0.10
H -1.100 2.433 -6.028 0.10
H -3.487 1.836 -6.221 0.10
H -4.520 0.331 -4.564 0.11
H -4.425 3.362 -1.249 0.07
H -2.840 2.580 -1.033 0.06
H -3.655 2.524 -2.620 0.05
H -3.177 1.378 1.004 0.09
H -1.347 1.350 2.603 0.13
H 2.733 1.539 4.342 0.12
H 2.621 -0.240 4.261 0.12
H 4.751 -0.035 3.247 0.12
H 4.443 1.625 2.696 0.12